(1)
This record from OMol25 describes 11 unconnected molecules or ions with the total composition C30H41N11 in a non-equilibrium geometry. The level of theory is wB97M-V/def2-TZVPD.

Calculated values
**Largest force on an atom**: 1.37 eV Å⁻¹
**Lowest unoccupied orbital energy**: 0.01179 Eh
**E_HOMO**: -8.12 eV
**SMILES**: c1cc[nH]c1.c1cc[nH]c1.c1cc[nH]c1.c1cc[nH]c1.CC#N.CC#N.CC#N.CC#N.CC#N.CC#N.CC#N
**Total energy**: -48163.4751 eV
**Frontier orbital gap**: 8.44 eV

```
! wB97M-V def2-TZVPD RIJCOSX def2/J DEFGRID3
* xyz 0 1
C 5.880 -36.486 -25.379
C 5.048 -35.628 -24.600
C 5.782 -35.310 -23.469
N 7.003 -35.907 -23.560
C 7.048 -36.665 -24.684
H 5.590 -36.935 -26.313
H 4.036 -35.297 -24.747
H 5.500 -34.661 -22.658
H 7.728 -35.845 -22.849
H 7.941 -37.227 -24.909
C 4.121 -40.256 -26.612
C 4.620 -41.580 -26.499
C 5.714 -41.694 -27.284
N 5.961 -40.454 -27.836
C 4.994 -39.569 -27.422
H 3.228 -39.813 -26.203
H 4.177 -42.370 -25.911
H 6.303 -42.529 -27.624
H 6.661 -40.248 -28.523
H 5.008 -38.554 -27.778
C 1.572 -39.522 -22.760
C 1.407 -38.156 -22.391
C 2.613 -37.535 -22.528
N 3.515 -38.451 -23.012
C 2.857 -39.641 -23.213
H 0.832 -40.303 -22.715
H 0.488 -37.707 -22.050
H 2.875 -36.500 -22.389
H 4.449 -38.251 -23.328
H 3.438 -40.472 -23.583
C 8.659 -31.139 -21.820
C 7.519 -31.709 -22.442
C 7.464 -31.238 -23.742
N 8.551 -30.433 -23.918
C 9.278 -30.363 -22.774
H 9.057 -31.269 -20.828
H 6.811 -32.397 -22.009
H 6.740 -31.348 -24.530
H 8.767 -29.952 -24.771
H 10.157 -29.742 -22.714
C 1.510 -36.286 -26.293
C 0.290 -35.485 -26.356
N -0.658 -34.850 -26.397
H 2.174 -36.058 -25.465
H 2.062 -36.190 -27.229
H 1.267 -37.346 -26.207
C 4.172 -33.783 -27.267
C 4.798 -33.175 -28.431
N 5.285 -32.725 -29.364
H 4.064 -34.855 -27.404
H 3.152 -33.402 -27.149
H 4.671 -33.483 -26.348
C 8.367 -33.778 -25.873
C 9.538 -34.649 -25.821
N 10.478 -35.303 -25.768
H 7.498 -34.365 -26.167
H 8.585 -32.873 -26.434
H 8.162 -33.423 -24.856
C 11.187 -33.900 -22.518
C 9.949 -34.491 -22.007
N 8.983 -34.935 -21.579
H 12.056 -34.419 -22.119
H 11.220 -32.879 -22.135
H 11.207 -33.947 -23.602
C 6.989 -40.332 -24.351
C 7.423 -39.792 -23.071
N 7.767 -39.361 -22.065
H 6.843 -39.576 -25.123
H 5.989 -40.761 -24.253
H 7.658 -41.115 -24.697
C 4.836 -36.689 -31.389
C 5.226 -36.567 -29.986
N 5.544 -36.488 -28.886
H 5.461 -36.069 -32.027
H 3.803 -36.388 -31.545
H 4.966 -37.748 -31.616
C 2.305 -34.811 -19.033
C 2.868 -34.456 -20.322
N 3.311 -34.220 -21.353
H 2.771 -35.714 -18.640
H 1.242 -35.038 -19.123
H 2.417 -34.005 -18.311
*
```

---

(2)
This record from OMol25 describes C3H2N4 in the gas phase in a non-equilibrium geometry. The level of theory is wB97M-V/def2-TZVPD.

Calculated values
**Largest force on an atom**: 2.08 eV Å⁻¹
**Lowest unoccupied orbital energy**: -0.01100 Eh
**Energy relative to the best compared isomer or geometry (same formula, charge and spin)**: 1.700 eV
**E_HOMO**: -9.38 eV
**Total energy**: -9101.1916 eV
**Frontier orbital gap**: 9.08 eV

```
! wB97M-V def2-TZVPD RIJCOSX def2/J DEFGRID3
* xyz 0 1
N -0.478 2.093 2.151
C -0.483 1.299 1.304
C -0.447 0.353 0.247
C 0.781 -0.049 -0.447
N 0.813 -1.140 -1.103
N -2.084 -1.349 -0.344
N -1.430 -0.520 0.055
H 1.618 0.638 -0.317
H 1.710 -1.324 -1.546
*
```

---

(3)
This record from OMol25 describes C16H20N2O3 in the gas phase in a non-equilibrium geometry. The level of theory is wB97M-V/def2-TZVPD.

Calculated values
**Largest force on an atom**: 4.44 eV Å⁻¹
**Lowest unoccupied orbital energy**: -0.01032 Eh
**Energy relative to the best compared isomer or geometry (same formula, charge and spin)**: 4.636 eV
**E_HOMO**: -8.22 eV
**SMILES**: CCCOc1cc(CCCC(=O)O)cc2nc(C)cnc12
**Total energy**: -26036.9025 eV
**Frontier orbital gap**: 7.94 eV

```
! wB97M-V def2-TZVPD RIJCOSX def2/J DEFGRID3
* xyz 0 1
C -2.205 -2.916 -0.596
C -0.925 -3.421 0.193
C 0.426 -3.358 -0.642
O 0.458 -2.327 -1.640
C 0.717 -1.072 -1.125
C 1.722 -0.776 -0.097
C 1.992 0.624 0.403
C 3.073 0.886 1.528
C 2.226 1.279 2.832
C 1.119 0.204 3.185
C -0.350 0.725 3.138
O -1.248 -0.060 3.403
O -0.712 2.012 2.808
C 1.221 1.695 -0.198
C 0.163 1.481 -1.255
N -0.465 2.630 -1.735
C -1.377 2.254 -2.671
C -2.235 3.419 -3.312
C -1.656 0.872 -3.162
N -0.988 -0.210 -2.693
C -0.066 0.096 -1.697
H -2.601 -2.014 -0.051
H -3.004 -3.712 -0.500
H -2.025 -2.734 -1.684
H -0.831 -2.955 1.220
H -1.094 -4.524 0.401
H 1.296 -3.371 0.064
H 0.481 -4.337 -1.208
H 2.312 -1.622 0.329
H 3.639 -0.080 1.691
H 3.767 1.719 1.220
H 2.935 1.499 3.679
H 1.719 2.257 2.573
H 1.170 -0.734 2.571
H 1.316 -0.119 4.252
H -1.682 2.110 2.906
H 1.452 2.741 0.149
H -1.560 4.298 -3.513
H -3.004 3.741 -2.551
H -2.748 3.079 -4.253
H -2.427 0.722 -3.961
*
```